One molecule with the formula C5H10N2. Source: OMol25; level of theory: ωB97M-V with the def2-TZVPD basis set.

Structure (XYZ):
```
17
Properties=species:S:1:pos:R:3:forces:R:3:nbo_charge:R:1
H -0.826486 -3.240253 -1.231074 0.1 0.2 -0.2 0.3432
N -0.307617 -2.670190 -0.567243 0.0 -0.5 0.1 -0.6019
C -0.037059 -1.504497 -0.968745 -0.6 -0.1 -0.3 0.0984
C 0.659137 -0.541704 -0.110810 0.1 0.3 1.0 -0.0939
C 1.023910 -0.873093 1.136802 0.6 -0.3 -0.9 -0.3423
C 0.674439 0.868757 -0.582796 -0.9 0.5 0.3 -0.4517
C -0.735784 1.550064 -0.220756 1.2 -0.4 -0.6 -0.2003
N -1.116065 1.422609 1.155401 0.6 0.1 1.1 -0.8183
H -0.367595 -1.100272 -1.938304 0.1 -0.2 0.0 0.1503
H 1.611213 -0.209500 1.752232 -0.2 0.3 0.1 0.1920
H 0.913817 -1.890191 1.472920 -0.1 -0.2 0.1 0.2199
H 1.456515 1.433806 -0.071947 0.0 0.0 -0.1 0.2086
H 0.823294 0.933419 -1.662143 0.1 0.1 0.0 0.2103
H -1.503761 1.082020 -0.841894 0.0 0.2 0.0 0.1843
H -0.654676 2.613637 -0.468255 -0.1 -0.2 -0.1 0.1933
H -1.305265 0.449940 1.385421 0.0 0.1 -0.1 0.3613
H -0.308018 1.675448 1.761193 -0.9 -0.1 -0.5 0.3468
```
Positions in Å, forces in eV/Å.

Calculated values
net charge	0
orbital gap	9.8	eV
energy	-8326.1265	eV
SMILES string	[H]/N=C/C(=C)CCN
spin multiplicity	1
HOMO level	-9.3	eV
ΔE to the lowest compared entry with this formula, charge and spin	27.83	kcal per mole

C25H38P2Pt as an isolated structure. Source: OMol25; level of theory: ωB97M-V with the def2-TZVPD basis set.

Structure (XYZ):
```
66
Properties=species:S:1:pos:R:3:forces:R:3:nbo_charge:R:1
P -4.970299 0.554318 -0.964986 -0.4 0.6 -2.2 1.6511
P -3.703360 -2.025476 -3.712105 1.2 1.3 -0.4 1.2816
C -5.714319 -0.204400 -2.466364 -0.4 -0.3 -0.1 -0.7497
C -5.346698 -1.648531 -2.887539 -2.3 -0.9 -0.1 -0.7943
H -5.611056 0.500994 -3.307740 0.1 -0.2 0.4 0.2510
H -6.794279 -0.209858 -2.235322 0.3 0.0 0.0 0.2471
H -5.468316 -2.343084 -2.037963 0.0 0.3 -0.2 0.2234
H -6.087617 -1.974924 -3.638765 -0.4 0.2 0.3 0.2205
C -4.069209 -1.549090 -5.425760 -0.4 -0.1 -0.2 -0.9827
H -3.167584 -1.677867 -6.036318 -0.3 0.0 0.1 0.2461
H -4.399701 -0.507967 -5.508354 0.0 -0.2 -0.1 0.2313
H -4.859984 -2.221209 -5.779250 0.0 0.3 -0.3 0.2149
C -3.698137 -3.826679 -3.803596 -0.2 -0.3 0.3 -0.9792
H -4.329976 -4.109254 -4.654306 0.1 -0.2 0.2 0.2236
H -4.101163 -4.265223 -2.883157 0.1 -0.1 -0.2 0.2411
H -2.681415 -4.202978 -3.970818 -0.3 0.1 0.1 0.2538
C -5.784044 2.162274 -0.866985 -0.7 0.1 0.2 -0.9795
H -5.433120 2.696050 0.026205 -0.1 -0.1 -0.2 0.2583
H -6.871995 2.024075 -0.797327 0.2 0.2 0.0 0.2435
H -5.549769 2.760638 -1.759374 0.0 -0.3 0.3 0.2607
C -5.586726 -0.433563 0.413420 0.1 -0.1 0.5 -0.9767
H -5.382758 -1.505414 0.275235 0.1 0.4 -0.1 0.2742
H -6.678536 -0.301986 0.488565 0.3 0.1 -0.2 0.2557
H -5.137254 -0.110372 1.361823 -0.1 -0.1 -0.3 0.2723
Pt -0.939369 -0.076548 0.934887 -0.2 0.3 -3.1 0.4748
C -1.875285 -1.606314 -3.733357 1.1 -1.1 1.1 -0.6256
C -1.707873 -0.185358 -4.005054 1.1 -0.2 -0.8 -0.0922
C -2.732665 0.763295 -3.634653 -1.2 1.2 0.0 -0.4989
C -2.490356 1.534146 -2.314043 -0.8 0.4 -0.4 -0.3749
C -3.238269 0.952433 -1.104497 1.5 -1.1 1.9 -0.5979
C -2.601004 -0.324579 -0.457969 0.9 -0.1 0.8 -0.6685
C -2.493989 -1.634433 -1.175965 -1.1 -0.8 0.1 -0.4350
C -1.396006 -1.885405 -2.233611 -0.2 -0.3 -0.5 -0.4104
C -0.651600 1.195901 2.422685 2.1 -0.2 0.8 -0.9618
H -1.347194 -2.262181 -4.438649 0.3 0.2 0.1 0.2237
H -0.729087 0.192928 -4.295957 -0.1 -0.1 0.1 0.1895
H -3.682796 0.200421 -3.526008 0.6 0.6 -0.1 0.1985
H -2.899515 1.488965 -4.458977 0.1 -0.1 0.4 0.2185
H -1.416436 1.564357 -2.051417 -0.6 -0.2 0.0 0.2438
H -2.803785 2.585636 -2.447940 0.1 -0.3 0.0 0.2009
H -3.149826 1.749801 -0.338124 0.0 -0.3 0.0 0.2542
H -3.138291 -0.539624 0.501890 -0.1 0.1 -0.3 0.1644
H -3.508799 -1.845995 -1.588843 0.7 -0.6 -0.1 0.1494
H -2.389969 -2.414224 -0.400126 0.2 0.4 -0.2 0.2286
H -0.506751 -1.283824 -2.000394 -0.2 -0.2 0.0 0.2461
H -1.107583 -2.945618 -2.141537 0.0 0.3 -0.2 0.2054
H -0.033165 0.640916 3.143824 -0.2 0.8 0.5 0.2058
H -1.639690 1.465569 2.820868 0.1 0.0 0.0 0.1692
H -0.106547 2.052613 1.999462 -0.2 0.0 0.6 0.2013
C 4.080799 -2.498268 1.570910 0.3 0.4 -0.6 -0.2183
C 2.802955 -2.568604 2.165240 -0.6 0.2 -0.1 -0.2356
C 1.744535 -1.821287 1.657103 0.5 -0.6 0.7 -0.1883
C 1.944311 -0.948466 0.577343 0.8 0.5 -1.1 -0.0521
C 0.914434 -0.107793 0.043957 -1.4 0.9 1.6 -0.0429
C 1.139357 0.756225 -1.021218 0.4 -0.7 0.7 -0.3138
C 2.418179 0.779256 -1.632783 0.2 -0.3 0.1 -0.2068
C 3.438762 -0.023889 -1.156986 -0.2 0.5 -0.4 -0.2271
C 3.253097 -0.873778 -0.039612 -1.0 -0.2 0.3 -0.0686
C 4.298797 -1.664989 0.479856 0.1 -0.5 0.5 -0.1993
H 4.903958 -3.104038 1.958625 -0.3 0.2 -0.1 0.2082
H 2.638129 -3.224031 3.026159 0.1 0.2 -0.3 0.2082
H 0.735621 -1.884389 2.082234 0.4 0.1 -0.1 0.2269
H 0.331837 1.411479 -1.337271 0.4 -0.1 0.0 0.2016
H 2.587420 1.445422 -2.479006 0.1 -0.2 0.2 0.2044
H 4.421240 -0.022943 -1.630957 -0.2 0.1 0.1 0.2016
H 5.276298 -1.608093 -0.011932 -0.3 -0.1 0.3 0.2052
```
Positions in Å, forces in eV/Å.

Calculated values
net charge	0
orbital gap (alpha / beta)	4.0 / 5.0	eV
energy	-48356.7549	eV
⟨S²⟩	2.008
spin multiplicity	3
HOMO level (alpha / beta)	-4.0 / -5.1	eV
ΔE to the lowest compared entry with this formula, charge and spin	79.83	kcal per mole

C47H57N4O2SSeSi2Ta as an isolated structure. Source: OMol25; level of theory: ωB97M-V with the def2-TZVPD basis set.

Structure (XYZ):
```
115
Properties=species:S:1:pos:R:3:forces:R:3:mulliken_charge:R:1
Ta -0.069471 -0.480168 0.415358 2.1 -2.6 -4.6 -0.5176
N 4.085903 -4.183223 2.235321 2.8 0.8 -1.9 -0.0157
C 3.322213 -5.282274 2.380983 -4.2 4.3 0.2 0.1092
C 3.379550 -6.539702 2.708585 1.4 -4.8 0.5 -0.6901
C 2.204090 -7.209652 3.152312 5.8 -3.2 -2.1 -0.3604
C 0.991466 -6.745936 3.180352 -2.9 0.6 1.0 -0.5146
C 0.869596 -5.378963 2.925824 -3.4 1.0 2.2 0.2422
C 1.958863 -4.677519 2.473579 1.0 1.3 -0.1 0.3412
N 1.996690 -3.294421 2.195238 3.1 -0.8 0.1 -0.2463
C 3.326326 -3.076658 1.991364 -4.4 -0.2 1.0 0.1907
C 4.017426 -1.804352 1.825833 3.6 -3.5 -2.1 0.0973
C 5.378672 -1.824262 1.482609 -0.4 1.9 1.9 -0.5714
S 6.032467 -0.288362 2.294377 -0.2 -0.9 -2.6 -0.2507
C 4.417318 0.303423 2.339684 -1.2 0.3 1.2 -0.1149
N 3.574628 -0.669177 2.170034 -3.2 4.2 1.6 -0.1713
H 5.059501 -4.070394 1.911106 -0.7 -0.8 0.6 0.3188
H 4.266869 -7.200427 2.504253 -0.7 0.9 0.7 0.2494
H 2.467994 -8.272134 3.168977 -0.8 0.0 0.6 0.2433
H 0.238344 -7.491498 3.515145 0.0 1.3 -0.3 0.3315
H -0.088151 -4.877450 3.473320 2.2 -0.7 -2.3 -0.0179
H 5.868727 -2.451595 0.746099 0.5 0.0 0.6 0.4814
H 3.973832 1.331749 2.634760 1.4 -1.8 -0.5 0.3408
Se 0.155289 1.740952 1.274068 0.8 -0.5 0.5 -0.6934
O 1.206104 -1.741163 -0.041626 -2.7 3.3 1.5 -0.7408
C -1.609477 -2.667867 -5.632609 1.0 -1.7 -2.3 -0.4690
C -2.714866 -2.646407 -4.836947 -1.1 -0.7 -0.7 -0.5546
C -2.611070 -1.992292 -3.669753 0.6 1.6 3.1 -0.5703
C -1.340999 -1.483840 -3.153020 -0.7 -0.2 0.2 -0.5284
C -0.235151 -1.826357 -3.885185 1.2 -0.1 -0.1 -0.2319
C -0.355885 -2.371708 -5.141254 0.3 -0.4 -0.4 -0.4828
N -1.143851 -0.541562 -2.094151 -1.5 2.0 -0.1 0.0960
C -1.851559 0.658165 -2.476614 -0.7 -2.1 -0.3 0.0024
C -1.897633 1.713759 -1.598200 1.0 0.8 1.4 -0.4432
C -2.941232 2.612406 -1.552151 -0.1 0.3 -0.7 -0.2499
C -3.892284 2.631926 -2.578958 -1.0 0.9 0.9 -0.6416
C -3.758239 1.748175 -3.635256 0.6 -1.0 0.0 -0.4517
C -2.734643 0.791826 -3.613347 0.8 -0.2 0.2 -0.4126
H -1.709137 -3.038257 -6.659558 0.1 -0.1 0.3 0.3007
H -3.669598 -3.150087 -5.109631 0.7 0.8 -0.1 0.3461
H -3.566727 -1.704691 -3.229708 0.4 -0.2 0.7 0.7320
H 0.769499 -1.568813 -3.558572 -0.3 0.2 0.3 0.5111
H 0.573240 -2.605279 -5.681484 -0.7 0.3 -0.1 0.3459
H -1.051190 1.808024 -0.888628 -0.9 -0.1 -0.2 0.3678
H -3.025105 3.278986 -0.695158 0.1 0.1 -0.3 0.5053
H -4.743860 3.345576 -2.489188 0.6 -0.7 -0.3 0.2518
H -4.497662 1.643613 -4.429151 0.2 0.5 0.0 0.3695
H -2.569008 0.101813 -4.450133 -0.5 0.6 0.3 0.3944
C -5.139755 0.425620 3.225528 0.1 -0.5 0.1 -1.5568
C -4.308695 0.105029 1.945714 -0.8 -0.4 0.3 2.0692
C -3.631371 1.419341 1.517235 1.1 -0.4 -0.6 -1.1429
C -5.307840 -0.246235 0.829898 0.2 0.5 -0.5 -1.7740
Si -3.029198 -1.505937 2.089746 2.7 0.7 0.1 0.0061
O -1.582956 -1.243035 1.166030 -2.4 -0.5 1.5 1.6736
C -3.556427 -3.245460 1.501539 -1.7 0.7 -0.7 0.6241
C -3.080513 -3.396497 0.157124 -0.5 -0.3 1.5 -0.8221
C -3.925847 -3.762897 -0.879058 0.5 -1.1 -0.7 -0.1205
C -5.236577 -4.150110 -0.621097 0.5 1.1 1.4 -0.5153
C -5.658563 -4.182685 0.738826 -0.9 -0.9 -1.3 -0.2756
C -4.893845 -3.777320 1.790474 2.7 0.9 -0.7 -0.7448
C -2.469521 -1.374958 3.888176 0.9 -0.9 2.5 0.7758
C -2.070192 -0.139020 4.465879 0.9 0.2 -2.8 -0.2682
C -2.695067 0.357872 5.550556 0.9 -0.9 2.9 -1.1010
C -3.192522 -0.614352 6.451643 -1.7 -0.5 1.1 -0.1216
C -3.081611 -2.027434 6.248128 0.4 3.2 -1.0 -0.6842
C -2.627131 -2.327086 4.955246 -0.7 -0.2 -1.4 -0.3842
H -5.715078 1.360175 3.103551 0.2 -0.2 -0.4 0.4702
H -4.503107 0.604004 4.107092 -0.5 -0.4 -0.3 0.1489
H -5.900518 -0.363819 3.393937 0.5 0.2 0.3 0.3396
H -4.360289 2.131190 1.081293 -0.1 -0.3 0.7 0.5389
H -3.017333 1.202478 0.626304 0.2 0.2 0.6 -0.1780
H -2.990327 1.904241 2.295184 -0.6 -0.4 -0.6 0.2332
H -6.174462 0.429314 0.804173 0.3 0.2 0.2 0.4510
H -5.731622 -1.236484 0.856498 0.1 -0.6 0.2 0.3491
H -4.777262 -0.112971 -0.114793 -0.2 -0.2 -0.3 0.3051
H -2.015213 -3.312635 -0.022816 -0.2 0.8 -0.2 0.3268
H -3.424834 -3.819276 -1.866434 -0.8 0.1 0.5 0.3785
H -5.954765 -4.304319 -1.401698 -0.1 -0.4 -0.3 0.3868
H -6.652821 -4.572934 0.945171 0.0 0.0 0.0 0.2974
H -5.208554 -3.915245 2.814106 -0.3 0.5 0.1 0.4293
H -1.177289 0.328575 4.012682 -1.2 0.7 -0.5 0.2339
H -2.497353 1.380305 5.893845 -0.2 -0.4 -0.1 0.4067
H -3.736641 -0.249459 7.349487 0.5 -0.3 -0.5 0.2900
H -3.453785 -2.739132 6.974545 0.5 0.0 -0.1 0.4030
H -2.284292 -3.316687 4.701978 -0.9 -0.7 -0.2 0.2651
C 2.948036 1.896868 -3.016539 5.1 -0.6 0.6 -0.7743
Si 4.734827 1.522747 -2.826760 -1.2 0.2 0.1 -0.0597
C 1.721150 7.418506 1.132370 0.2 -4.3 -5.7 0.1935
C 1.804230 6.949845 -0.468333 -2.1 -1.3 1.9 -1.2583
C 0.471939 8.294976 1.166975 4.2 2.8 0.5 -0.9646
C 3.138585 7.751322 1.401235 0.1 5.3 3.0 -1.2460
C 6.759468 1.747207 -4.687990 -1.1 0.8 3.4 0.7277
C 5.703816 2.203722 -5.642346 -2.5 -1.9 -1.7 -1.0402
C 7.575237 0.439859 -4.936190 -0.9 1.8 -0.8 -1.4694
C 7.181831 2.814685 -3.534186 0.8 -2.4 -2.1 -1.3088
H 2.415176 1.493633 -3.836634 -1.6 0.3 -0.2 0.3807
H 1.694540 6.598752 1.769783 -1.3 -2.2 0.7 0.4222
H 2.894573 2.226224 -1.962259 -1.5 -0.3 -0.5 0.0903
H 0.734760 6.683721 -0.655215 0.8 0.3 -0.6 0.2656
H 2.344869 6.014370 -0.729202 0.2 0.9 0.4 0.4406
H 2.105005 7.816775 -1.060259 0.0 -0.2 0.0 0.3903
H -0.567001 8.057000 0.889536 0.9 -0.7 0.5 0.3284
H 0.940062 8.950715 0.360994 -1.7 0.6 1.0 0.2515
H 0.731892 8.755552 2.165340 -1.7 0.5 -0.8 0.2370
H 4.012328 7.111662 1.281931 -0.9 -0.8 -0.1 0.3502
H 3.012230 8.092655 2.491549 1.3 -0.5 -0.8 0.2868
H 3.435628 8.718792 0.935748 -0.1 -0.4 -0.2 0.3008
H 5.704601 1.616075 -6.646581 1.2 1.6 0.3 0.3323
H 5.476369 3.306280 -5.680299 0.7 -1.0 -0.4 0.2285
H 4.651578 1.740300 -5.505683 0.8 1.0 0.6 0.0984
H 6.975660 -0.343878 -5.420996 -0.2 0.0 0.6 0.3059
H 8.147324 0.025530 -4.109579 -0.3 0.1 0.3 0.3232
H 8.286904 0.672178 -5.727750 0.8 0.0 -0.3 0.3666
H 6.881322 3.842274 -3.598941 -1.0 0.4 -0.5 0.3422
H 8.249587 2.931564 -3.422874 1.0 -0.3 -0.1 0.3624
H 6.838844 2.384030 -2.601444 0.0 0.4 0.8 0.1554
```
Positions in Å, forces in eV/Å.

Calculated values
net charge	-2
orbital gap (alpha / beta)	3.4 / 3.4	eV
energy	-153195.6049	eV
spin multiplicity	1
HOMO level (alpha / beta)	0.1 / 0.1	eV